A cluster of 2 separate species, C3H8ClN2 in total in a non-equilibrium geometry. Source: the OMol25 dataset; level of theory: ωB97M-V/def2-TZVPD.

Each line ends with the natural charge from an NBO analysis.
Atoms and positions in Å:
C -0.903640 -0.600979 1.012502  0.346
C 1.007551 -1.635674 -0.005800  -0.424
C -0.004927 2.049243 -0.009514  -0.496
N -0.066869 -1.553304 0.898488  -0.531
N -0.679308 1.064920 -0.678242  -0.340
Cl -2.161049 -0.548590 2.160330  0.164
H 1.960157 -2.178108 0.445716  0.255
H 0.763034 -2.185367 -0.841193  0.238
H 1.264236 -0.490546 -0.209908  0.243
H -0.028789 2.964245 -0.594201  0.288
H 1.007119 1.640240 0.137735  0.211
H -0.346342 2.451813 0.952827  0.225
H -0.301122 -2.458918 1.496850  0.444
H -1.696586 0.950205 -0.735514  0.378

Forces on atoms 1 to 3 (eV/Å):
C -0.246 1.642 -1.145
C 4.505 2.924 1.149
C 1.054 0.944 1.798

LUMO (spin up / spin down) (eV): -6.454 / -5.663
Orbital gap (spin up / spin down) (eV): 8.10 / 8.92
Net charge: +1
Relative energy (zero: lowest compared OMol25 entry of this formula, charge and spin) (kcal/mol): 123.0
E (hartree): -688.366408
E_HOMO (spin up / spin down) (eV): -14.55 / -14.59